249
Properties=species:S:1:pos:R:3:mulliken_charge:R:1 method="wB97M-V/def2-TZVPD" e_lumo_ev="0.3 / -0.7" spin_multiplicity=7 total_charge=0 gap_ev="9.16 / 8.87" largest_force_ev_per_a=6.19
C 17.024 13.915 19.090 -0.79
C 18.301 13.166 19.583 1.65
C 17.949 12.303 20.785 -1.42
C 17.320 10.933 20.520 -0.20
C 18.052 10.124 19.461 -1.26
C 18.450 11.005 18.131 1.58
N 18.983 12.304 18.579 0.48
O 19.735 13.022 17.637 -0.46
C 19.498 10.012 17.507 -1.66
C 17.160 11.084 17.262 -1.20
C 19.330 14.238 20.196 -2.12
H 16.689 14.565 19.898 0.57
H 16.165 13.330 18.762 -0.37
H 17.299 14.502 18.213 0.12
H 18.729 12.252 21.545 0.51
H 17.237 12.891 21.365 0.46
H 16.385 11.168 20.012 -0.13
H 17.056 10.451 21.462 0.46
H 17.288 9.394 19.194 0.47
H 18.910 9.585 19.863 0.38
H 20.263 9.923 18.279 0.48
H 19.180 9.020 17.188 0.35
H 19.957 10.283 16.556 0.26
H 16.286 11.518 17.748 -0.06
H 17.332 11.797 16.456 0.05
H 16.791 10.119 16.917 0.53
H 19.704 14.905 19.419 0.35
H 20.241 13.817 20.622 0.51
H 18.945 14.884 20.984 0.38
C 9.629 22.184 15.014 -1.96
C 9.642 21.347 16.220 2.08
C 9.888 19.831 15.837 -1.54
C 11.366 19.474 15.407 0.61
C 12.209 20.002 16.509 0.09
C 12.129 21.476 17.007 2.34
N 10.648 21.673 17.258 0.36
O 10.343 22.968 17.844 -0.54
C 13.057 21.634 18.210 -1.48
C 12.792 22.313 15.919 -1.34
C 8.222 21.407 16.723 -1.86
H 9.815 23.220 15.298 0.41
H 8.667 22.194 14.502 0.46
H 10.339 21.915 14.232 0.25
H 9.625 19.276 16.738 0.29
H 9.158 19.551 15.077 0.51
H 11.730 20.057 14.561 0.24
H 11.543 18.400 15.344 -0.80
H 13.243 19.866 16.193 -0.53
H 12.155 19.260 17.306 -0.28
H 12.814 20.897 18.976 0.49
H 14.086 21.405 17.933 -0.22
H 12.986 22.628 18.651 0.63
H 12.633 23.371 16.129 0.52
H 13.877 22.202 15.906 -0.15
H 12.340 22.232 14.931 0.30
H 7.447 21.430 15.957 0.40
H 7.997 22.358 17.206 0.43
H 7.974 20.562 17.365 0.35
C 11.442 16.105 13.968 -2.98
C 11.069 14.719 13.406 2.70
C 12.383 14.207 12.657 -0.22
C 12.357 12.708 12.337 1.36
C 12.009 11.894 13.597 -1.83
C 10.606 12.272 14.140 1.98
N 10.617 13.785 14.482 1.20
O 9.428 14.319 15.195 -0.52
C 9.511 11.813 13.094 -1.92
C 10.451 11.458 15.435 -2.11
C 10.001 15.059 12.334 -2.00
H 10.578 16.638 14.366 0.88
H 11.992 16.669 13.214 0.53
H 12.102 16.146 14.834 0.23
H 12.571 14.610 11.662 0.31
H 13.186 14.460 13.348 -1.01
H 13.349 12.344 12.072 -1.25
H 11.700 12.507 11.490 0.41
H 12.701 11.971 14.436 0.04
H 12.040 10.835 13.342 0.60
H 9.313 10.742 13.149 0.49
H 8.523 12.202 13.339 0.41
H 9.612 12.047 12.034 0.27
H 11.291 11.455 16.130 0.30
H 9.625 11.831 16.041 0.50
H 10.203 10.420 15.212 0.53
H 10.098 14.365 11.499 0.35
H 9.940 16.099 12.013 0.45
H 8.970 14.884 12.640 0.38
C 12.829 12.551 19.524 -1.58
C 12.209 13.849 18.935 2.04
C 10.693 13.488 19.020 -1.23
C 9.877 14.741 18.882 -0.38
C 10.267 15.724 19.998 -1.84
C 11.740 16.140 20.069 2.15
N 12.572 14.936 19.960 0.08
O 14.044 15.138 20.035 -0.31
C 12.023 17.203 19.040 -1.60
C 11.768 17.006 21.355 -2.16
C 12.738 14.117 17.539 -0.85
H 13.843 12.492 19.128 -0.02
H 12.370 11.603 19.245 0.35
H 12.926 12.555 20.610 0.44
H 10.460 12.792 18.214 0.25
H 10.420 13.069 19.988 0.41
H 8.867 14.485 19.204 0.50
H 9.789 15.180 17.889 0.11
H 10.011 15.145 20.885 0.46
H 9.625 16.602 19.923 0.44
H 11.451 18.121 19.175 0.63
H 13.080 17.462 19.105 0.42
H 11.791 16.749 18.077 0.14
H 12.810 17.207 21.606 0.37
H 11.150 17.888 21.522 0.34
H 11.436 16.375 22.179 0.51
H 12.849 13.150 17.049 0.46
H 13.689 14.640 17.637 0.23
H 12.038 14.745 16.988 -0.46
C 18.179 20.706 16.534 -1.54
C 18.335 22.181 16.708 2.84
C 16.930 22.679 16.584 -0.19
C 16.646 24.150 16.943 -1.16
C 17.346 24.535 18.292 -1.19
C 18.814 24.047 18.455 1.57
N 18.951 22.615 18.014 1.24
O 20.260 22.047 18.208 -0.55
C 19.846 25.081 17.856 -1.68
C 19.006 24.160 20.003 -1.49
C 19.047 22.731 15.471 -1.55
H 19.154 20.219 16.550 0.75
H 17.885 20.327 15.555 -0.31
H 17.712 20.281 17.422 -0.09
H 16.579 22.564 15.558 -0.38
H 16.249 22.088 17.197 -0.42
H 15.581 24.285 17.135 0.45
H 16.926 24.887 16.191 0.43
H 16.663 24.218 19.080 0.09
H 17.162 25.609 18.321 0.41
H 20.793 24.577 18.049 0.47
H 19.811 25.230 16.776 0.27
H 20.007 26.009 18.404 0.41
H 19.955 23.706 20.288 0.41
H 19.028 25.236 20.173 0.52
H 18.202 23.680 20.561 -0.10
H 19.033 23.815 15.590 0.25
H 18.562 22.507 14.521 0.15
H 20.051 22.308 15.427 0.35
C 15.134 20.289 22.961 -2.11
C 16.011 21.326 22.263 1.70
C 17.004 21.924 23.300 -1.19
C 18.024 20.957 23.844 -0.57
C 18.834 20.368 22.649 -1.40
C 17.924 19.672 21.569 1.54
N 16.860 20.635 21.136 0.46
O 15.991 20.085 20.079 0.12
C 18.908 19.391 20.414 -1.50
C 17.558 18.265 22.141 -1.73
C 15.112 22.450 21.780 -1.60
H 14.488 20.809 23.669 0.59
H 15.670 19.671 23.681 0.37
H 14.500 19.738 22.267 0.28
H 17.407 22.727 22.683 0.41
H 16.483 22.139 24.232 0.27
H 17.565 20.192 24.470 0.35
H 18.639 21.594 24.480 0.43
H 19.370 19.515 23.066 0.44
H 19.561 21.057 22.220 0.42
H 19.697 18.664 20.606 0.48
H 18.363 18.892 19.613 -0.02
H 19.265 20.290 19.911 0.23
H 16.774 17.754 21.581 0.29
H 18.435 17.617 22.136 0.51
H 17.123 18.276 23.140 0.32
H 14.412 22.848 22.516 0.43
H 14.526 22.165 20.906 0.15
H 15.761 23.309 21.615 0.35
O 21.027 17.220 12.937 -0.69
S 19.742 17.795 13.306 0.83
O 19.122 17.494 14.604 -0.41
O 19.793 19.474 13.071 0.05
C 20.694 19.981 12.061 -0.13
C 20.695 21.451 12.273 -1.26
C 18.515 17.324 12.003 -0.31
H 20.287 19.777 11.071 0.29
H 21.726 19.678 12.239 0.25
H 21.208 22.013 11.493 0.50
H 21.301 21.645 13.158 0.29
H 19.678 21.842 12.307 0.22
H 17.505 17.698 12.169 -0.38
H 18.473 16.247 11.842 0.07
H 19.001 17.657 11.086 0.58
O 14.259 12.599 9.434 -0.62
S 15.412 13.102 10.253 0.84
O 15.311 14.429 10.900 -0.26
O 15.933 12.005 11.462 -0.17
C 15.877 10.601 11.163 -0.60
C 15.309 9.707 12.315 -1.09
C 16.943 13.088 9.201 -0.99
H 16.811 10.134 10.850 0.48
H 15.216 10.473 10.306 0.58
H 15.549 8.670 12.081 0.40
H 14.254 9.969 12.391 0.26
H 15.723 9.891 13.307 0.11
H 16.626 13.146 8.160 0.40
H 17.533 12.189 9.381 0.32
H 17.531 13.928 9.570 0.26
O 21.797 12.872 11.725 -0.67
S 20.706 13.205 12.599 1.05
O 19.581 14.010 12.125 -0.47
O 20.138 11.824 13.365 -0.31
C 19.123 11.158 12.743 0.18
C 18.675 10.012 13.665 -1.09
C 21.389 13.945 14.151 -0.69
H 19.587 10.788 11.828 0.35
H 18.347 11.903 12.568 -0.04
H 18.288 10.411 14.603 0.00
H 19.438 9.247 13.811 0.50
H 17.929 9.342 13.239 0.38
H 21.638 15.001 14.050 0.28
H 22.340 13.421 14.250 0.39
H 20.718 13.646 14.956 0.13
O 14.397 19.549 9.632 -0.66
S 15.321 18.709 10.433 1.18
O 16.225 17.781 9.762 -0.56
O 16.176 19.673 11.406 -0.12
C 15.654 20.964 11.706 -0.98
C 15.741 21.270 13.193 0.36
C 14.443 17.770 11.796 -0.16
H 14.607 21.046 11.412 0.56
H 16.161 21.754 11.152 0.28
H 15.453 22.294 13.434 0.61
H 16.724 21.039 13.603 -0.35
H 15.067 20.625 13.755 -0.40
H 13.754 18.426 12.327 0.13
H 15.202 17.581 12.555 -0.28
H 14.037 16.856 11.360 0.37
O 15.677 18.717 15.245 0.09
S 15.392 17.463 15.911 0.75
O 13.979 17.099 16.142 -0.54
O 16.084 16.244 15.030 0.16
C 15.685 14.898 15.297 2.67
C 16.364 14.079 14.158 -1.51
C 16.341 17.391 17.453 -0.95
H 14.603 14.778 15.240 -0.73
H 16.109 14.515 16.225 -0.80
H 17.369 14.353 13.837 0.43
H 15.793 13.979 13.234 0.05
H 16.397 13.017 14.402 0.26
H 16.234 18.293 18.055 -0.02
H 17.356 17.342 17.059 0.59
H 16.122 16.500 18.043 -0.14

***

246
Properties=species:S:1:pos:R:3:mulliken_charge:R:1 method="wB97M-V/def2-TZVPD" e_lumo_ev=0.4 total_charge=0 gap_ev=8.56 largest_force_ev_per_a=3.81 e_above_lowest_ev=1.532
C -1.937 -5.546 0.969 -1.24
C -3.360 -4.972 0.730 1.73
C -4.363 -6.100 0.948 -1.59
C -5.823 -5.550 1.060 -0.56
C -5.889 -4.561 2.206 -1.31
C -4.929 -3.393 1.996 1.89
N -3.519 -3.963 1.817 -0.46
O -2.632 -2.823 1.642 1.16
C -5.372 -2.465 0.768 -1.41
C -4.941 -2.527 3.184 -1.85
C -3.356 -4.404 -0.722 -0.96
H -1.254 -4.970 0.404 -0.34
H -1.955 -6.556 0.537 0.50
H -1.664 -5.553 2.009 0.37
H -4.281 -6.771 0.082 0.46
H -4.101 -6.673 1.812 0.44
H -6.622 -6.318 1.120 0.39
H -6.053 -5.002 0.145 0.23
H -5.606 -5.112 3.094 0.39
H -6.895 -4.177 2.382 0.43
H -6.184 -2.839 0.096 0.16
H -5.795 -1.588 1.224 0.65
H -4.599 -2.092 0.104 -0.17
H -4.423 -2.889 4.092 0.31
H -4.671 -1.471 2.996 0.19
H -6.010 -2.395 3.483 0.49
H -2.832 -3.448 -0.601 -0.26
H -4.374 -4.144 -1.058 -0.23
H -2.895 -5.132 -1.372 0.81
H -2.093 -2.846 2.421 -0.22
C 5.422 0.392 0.510 0.44
C 6.017 0.894 -0.798 2.04
C 7.360 1.509 -0.541 -1.50
C 8.423 0.470 -0.092 -0.70
C 8.529 -0.531 -1.300 -1.44
C 7.240 -1.152 -1.702 1.88
N 6.206 -0.103 -1.859 -0.29
O 4.928 -0.735 -2.169 1.17
C 7.439 -1.712 -3.084 -1.79
C 6.775 -2.337 -0.749 -1.65
C 5.079 1.969 -1.345 -2.05
H 4.642 -0.368 0.342 -0.53
H 4.911 1.301 0.912 -0.79
H 6.124 -0.082 1.213 0.34
H 7.728 2.022 -1.406 0.49
H 7.300 2.236 0.306 0.19
H 8.115 -0.096 0.793 0.35
H 9.378 0.983 0.090 0.42
H 9.209 -1.386 -1.017 0.45
H 8.985 0.104 -2.069 0.39
H 8.457 -2.081 -3.330 0.38
H 6.784 -2.543 -3.257 0.29
H 7.177 -0.923 -3.829 0.31
H 7.154 -3.268 -1.156 0.52
H 7.242 -2.160 0.209 0.51
H 5.709 -2.310 -0.589 -0.03
H 5.132 2.723 -0.566 0.67
H 4.063 1.676 -1.545 -0.08
H 5.549 2.441 -2.258 0.46
H 4.548 -0.313 -2.931 0.04
C 3.121 -3.167 -0.669 -1.37
C 2.127 -3.773 -1.632 1.44
C 0.725 -3.216 -1.440 0.53
C -0.182 -3.397 -2.682 0.31
C 0.382 -2.980 -4.039 -1.23
C 1.816 -3.555 -4.253 1.14
N 2.536 -3.274 -2.989 1.23
O 3.865 -3.659 -3.207 -0.70
C 1.721 -5.087 -4.605 -1.92
C 2.479 -2.764 -5.354 -1.56
C 2.109 -5.316 -1.550 -2.26
H 2.743 -3.132 0.355 0.00
H 3.388 -2.084 -1.007 -0.23
H 3.969 -3.784 -0.621 1.03
H 0.301 -3.648 -0.556 -0.24
H 0.804 -2.149 -1.163 -0.90
H -1.121 -2.879 -2.465 -0.73
H -0.392 -4.466 -2.759 0.78
H 0.377 -1.898 -4.120 0.12
H -0.128 -3.387 -4.921 0.66
H 2.664 -5.602 -4.692 0.38
H 1.210 -5.654 -3.863 0.35
H 1.244 -5.142 -5.540 0.52
H 3.166 -3.396 -5.854 0.49
H 1.790 -2.498 -6.163 0.32
H 3.054 -1.917 -4.987 0.01
H 1.340 -5.806 -2.092 0.36
H 2.054 -5.604 -0.505 0.46
H 3.067 -5.619 -1.895 0.49
H 4.348 -2.919 -2.823 0.14
C -0.134 -2.688 4.387 -2.05
C 0.439 -1.441 3.651 1.11
C -0.555 -0.833 2.641 -0.37
C -1.756 -0.177 3.302 0.62
C -1.312 0.862 4.299 -1.74
C -0.319 0.375 5.307 2.72
N 0.747 -0.314 4.537 1.32
O 1.805 -0.723 5.426 -0.75
C 0.367 1.529 6.027 -2.92
C -0.963 -0.490 6.439 -1.70
C 1.739 -1.860 2.998 -1.26
H 0.529 -3.023 5.172 0.40
H -0.312 -3.501 3.636 0.30
H -1.030 -2.498 4.961 0.44
H 0.069 -0.114 2.067 -0.69
H -0.811 -1.599 1.974 0.76
H -2.497 -0.819 3.833 -0.30
H -2.380 0.287 2.549 0.46
H -2.172 1.318 4.809 0.64
H -0.909 1.750 3.806 -0.50
H 1.116 1.217 6.762 0.74
H 0.748 2.291 5.361 -0.01
H -0.323 2.102 6.582 0.80
H -0.303 -1.302 6.668 0.33
H -1.141 0.116 7.342 0.44
H -1.930 -0.936 6.124 0.22
H 1.520 -2.755 2.338 0.31
H 2.430 -2.081 3.853 0.69
H 2.202 -1.089 2.334 -0.43
H 2.407 0.047 5.372 0.29
C -6.056 0.321 -7.282 -2.10
C -6.217 -0.578 -6.063 1.75
C -6.667 -1.953 -6.491 -1.41
C -6.697 -2.894 -5.272 -0.83
C -5.311 -3.074 -4.646 -1.05
C -4.784 -1.769 -4.244 2.53
N -4.888 -0.767 -5.436 -0.30
O -4.322 0.503 -5.101 0.08
C -5.426 -1.236 -2.968 -0.99
C -3.219 -1.910 -4.025 -2.24
C -7.352 0.094 -5.172 -1.47
H -5.215 0.063 -7.911 0.44
H -5.983 1.346 -6.923 0.36
H -6.839 0.152 -7.979 0.52
H -7.637 -1.864 -6.973 0.51
H -6.044 -2.457 -7.274 0.33
H -7.060 -3.876 -5.566 0.47
H -7.371 -2.557 -4.507 0.33
H -4.680 -3.583 -5.356 0.42
H -5.289 -3.710 -3.750 0.20
H -5.074 -0.198 -2.898 -0.25
H -6.472 -1.344 -3.034 0.59
H -5.009 -1.827 -2.181 -0.04
H -2.825 -0.998 -3.615 0.09
H -2.974 -2.764 -3.378 0.32
H -2.721 -2.111 -4.954 0.69
H -6.812 0.831 -4.648 0.12
H -7.913 -0.630 -4.595 0.27
H -8.022 0.686 -5.792 0.49
H -3.531 0.561 -5.655 0.21
C 5.918 3.254 6.860 -1.71
C 4.451 3.088 6.584 1.48
C 3.723 4.399 6.301 -1.41
C 3.908 4.941 4.834 -1.17
C 3.419 3.811 3.948 -1.77
C 4.148 2.505 4.059 2.70
N 4.120 2.051 5.473 1.27
O 4.944 0.960 5.747 -0.57
C 3.403 1.421 3.285 -0.27
C 5.588 2.668 3.425 -1.89
C 3.836 2.449 7.865 -1.75
H 6.456 2.294 6.985 0.38
H 6.142 3.787 7.841 0.43
H 6.497 3.748 6.081 0.34
H 2.628 4.381 6.371 0.30
H 4.040 5.190 7.022 0.50
H 4.911 5.191 4.616 0.50
H 3.298 5.828 4.608 0.37
H 3.571 4.136 2.953 0.74
H 2.368 3.654 4.102 -0.16
H 2.317 1.450 3.518 -0.47
H 3.556 1.581 2.229 -0.93
H 3.803 0.436 3.512 0.89
H 6.012 1.641 3.482 0.55
H 5.499 3.144 2.469 0.23
H 6.204 3.343 4.006 0.32
H 4.229 1.468 8.141 0.34
H 2.764 2.327 7.750 0.27
H 3.992 3.166 8.689 0.47
H 5.855 1.225 5.716 0.26
C -1.838 1.936 -2.158 -0.60
C -1.398 1.041 -1.041 2.73
C -0.190 0.220 -1.286 0.01
C 1.155 0.965 -1.295 -0.49
C 1.300 1.833 -0.078 -0.47
C 0.137 2.761 0.193 2.48
N -1.120 1.906 0.205 0.38
O -2.247 2.691 0.498 0.92
C 0.222 3.399 1.572 -1.34
C 0.153 3.920 -0.865 -1.81
C -2.548 0.088 -0.708 -1.28
H -2.524 2.679 -1.757 -0.96
H -2.468 1.389 -2.905 -0.11
H -1.047 2.480 -2.667 0.30
H -0.053 -0.537 -0.485 -0.85
H -0.348 -0.297 -2.203 0.18
H 1.185 1.552 -2.205 0.75
H 1.957 0.244 -1.286 -0.39
H 2.254 2.349 -0.133 0.79
H 1.353 1.159 0.757 -1.15
H -0.675 3.956 1.751 0.46
H 0.181 2.603 2.351 -0.70
H 1.047 4.109 1.658 0.17
H 0.604 3.525 -1.801 0.29
H -0.847 4.316 -0.873 -0.01
H 0.864 4.729 -0.547 0.43
H -2.584 -0.799 -1.300 0.05
H -3.525 0.558 -0.717 0.53
H -2.387 -0.267 0.304 -0.36
H -2.636 2.232 1.319 0.15
C -3.234 5.899 -3.285 -0.37
O -2.997 5.293 -4.498 -0.59
H -4.156 5.616 -2.740 0.06
H -2.380 5.701 -2.672 0.09
H -3.337 6.968 -3.463 0.41
H -3.648 4.594 -4.589 0.45
C 2.988 0.829 -5.596 -0.82
O 3.130 0.681 -4.194 -0.38
H 3.878 0.576 -6.139 0.33
H 2.192 0.182 -5.956 0.29
H 2.729 1.875 -5.874 0.22
H 2.487 0.070 -3.837 0.15
C -5.469 3.032 -2.896 -0.15
O -4.988 3.222 -4.216 -0.68
H -4.619 2.826 -2.225 -0.20
H -5.997 3.907 -2.490 0.36
H -6.229 2.246 -2.950 0.28
H -4.701 2.321 -4.421 0.45
C -3.678 5.625 0.449 -0.49
O -4.390 4.411 0.183 -0.68
H -3.438 6.136 -0.519 0.16
H -4.399 6.292 0.930 0.38
H -2.854 5.489 1.138 0.11
H -3.842 3.963 -0.448 0.01
C -4.609 3.514 3.585 -0.87
O -4.213 2.846 2.411 -0.16
H -5.500 4.152 3.464 0.35
H -4.806 2.703 4.303 0.25
H -3.846 4.206 4.054 0.26
H -4.461 3.427 1.702 0.28
C 1.768 6.794 2.072 -0.48
O 2.995 6.307 1.526 -0.47
H 1.105 7.021 1.242 0.36
H 1.288 5.989 2.658 0.07
H 1.874 7.667 2.725 0.32
H 3.140 6.671 0.667 0.29

***

The records above give, respectively, electronic energy values of -180046.050 -111136.314 eV.